(1)
The following is a quantum chemistry calculation of C3H10BN as an isolated structure at a distorted geometry, from the Open Molecules 2025 dataset.

Geometry (Å):
B  -0.6351  -0.6846  -0.0321
C  -1.9275  -1.1933  -0.0699
C  1.0184  1.1490  0.2087
C  1.8064  -1.0984  -0.1158
N  0.6504  -0.2360  0.0107
H  -2.8082  1.7796  -0.2218
H  -2.4671  -1.4914  0.8136
H  -2.8189  2.5190  0.0338
H  -2.5131  -1.3094  -0.9669
H  1.6172  1.5111  -0.6334
H  0.1233  1.7630  0.2957
H  1.6143  1.2579  1.1234
H  2.4341  -1.0315  0.7798
H  1.4922  -2.1323  -0.2470
H  2.4136  -0.8027  -0.9789

Properties
Energy relative to the best compared isomer or geometry (same formula, charge and spin) = 58.3 kcal/mol
E_HOMO = -8.10 eV
Energy = -199.84230 a.u.
E_LUMO = 0.02528 Eh
Multiplicity = 1
Kohn-Sham gap = 8.788 eV


(2)
The following is a quantum chemistry calculation of a 2-piece molecular cluster, C23H27N3O2 overall at a distorted geometry, from the Open Molecules 2025 dataset.

Geometry (Å):
C  0.7163  0.0057  4.2709
C  1.7520  -0.1999  3.1691
N  2.1891  0.9501  2.6091
C  3.1605  1.0290  1.6677
C  3.4622  2.4516  1.2094
O  3.7970  0.0987  1.1518
O  2.0714  -1.3659  2.8807
H  0.5000  1.0629  4.4428
H  -0.2167  -0.5056  3.9992
H  1.0775  -0.4402  5.2061
H  2.8635  3.1971  1.7372
H  4.5231  2.6818  1.3617
H  3.2617  2.5381  0.1349
C  1.5124  0.1755  -6.2267
N  2.0884  -0.5215  -5.1112
C  3.5257  -0.6868  -5.0198
C  3.7447  -1.2709  -3.6101
C  2.3859  -1.3053  -2.9972
C  1.4445  -0.8994  -3.9769
C  0.0656  -0.9154  -3.7168
C  -0.3651  -1.3244  -2.4692
C  0.5637  -1.5565  -1.3994
C  0.2119  -1.7684  -0.0497
C  -1.0568  -1.6776  0.5640
C  -1.2234  -2.3221  1.8364
C  -2.4543  -2.3469  2.4481
C  -3.5608  -1.7225  1.8208
N  -4.6614  -1.8318  2.6057
C  -5.9657  -1.3040  2.3223
C  -4.3846  -2.4845  3.8691
C  -2.8994  -2.8822  3.7666
C  -3.4309  -1.0507  0.5952
C  -2.1771  -0.9755  0.0151
C  1.9627  -1.5793  -1.7209
H  0.4311  0.2488  -6.0919
H  1.9396  1.1873  -6.3110
H  1.7344  -0.3576  -7.1603
H  3.8824  -1.3722  -5.8021
H  4.0358  0.2778  -5.1550
H  4.1776  -2.2729  -3.7098
H  4.4424  -0.6479  -3.0439
H  -0.6265  -0.6305  -4.5059
H  -1.4259  -1.4755  -2.3018
H  1.0320  -2.0608  0.6085
H  -0.3691  -2.8032  2.3134
H  -6.0336  -1.0484  1.2621
H  -6.7230  -2.0579  2.5735
H  -6.1750  -0.4057  2.9225
H  -4.5593  -1.7867  4.7025
H  -5.0415  -3.3545  4.0121
H  -2.8094  -3.9715  3.8285
H  -2.3437  -2.4446  4.6037
H  -4.3075  -0.6030  0.1389
H  -2.0352  -0.3469  -0.8568
H  2.6925  -1.7781  -0.9344

Properties
Energy relative to the best compared isomer or geometry (same formula, charge and spin) = 95.8 kcal/mol
E_HOMO = -6.67 eV
Energy = -1207.31793 a.u.
E_LUMO = -0.06191 Eh
Multiplicity = 1
Kohn-Sham gap = 4.983 eV


(3)
The following is a quantum chemistry calculation of a single C11H10O2S molecule at a distorted geometry, from the Open Molecules 2025 dataset.

Geometry (Å):
C  -3.2694  -1.1227  0.1536
C  -2.2925  -2.0291  -0.2421
C  -3.0289  0.1879  0.3982
C  -0.9865  -1.6330  -0.2911
C  -1.5905  0.7382  0.2473
C  -0.5768  -0.3116  0.0081
C  -1.6416  2.1773  -0.4460
C  -1.4733  2.1037  0.9685
C  2.9272  -0.3958  -0.8122
C  3.1373  1.0594  -0.2661
C  0.7581  -0.0941  0.0345
O  -1.4727  2.7471  -1.4948
O  1.7776  -1.0119  -0.1937
S  1.3818  1.5582  0.2215
H  -4.3364  -1.5287  0.1942
H  -2.6292  -3.0194  -0.5746
H  -3.8883  0.7849  0.6943
H  -0.2324  -2.4156  -0.4255
H  -2.3029  2.3291  1.6950
H  -0.6317  2.5738  1.4978
H  2.9147  -0.2039  -1.9536
H  3.6309  -1.1810  -0.6086
H  3.9675  1.0545  0.4958
H  3.5455  1.6055  -1.1047

Properties
Energy relative to the best compared isomer or geometry (same formula, charge and spin) = 71.5 kcal/mol
E_HOMO = -6.89 eV
Energy = -973.66591 a.u.
Structure (SMILES) = O=C1C[C@@]12C=CC=C/C2=C1\OCCS1
E_LUMO = 0.01047 Eh
Multiplicity = 1
Kohn-Sham gap = 7.172 eV


(4)
The following is a quantum chemistry calculation of a 2-piece molecular cluster, C3H6NO5P overall at a distorted geometry, from the Open Molecules 2025 dataset.

Geometry (Å):
C  -1.2832  1.2774  0.4119
C  0.0525  0.4321  0.9234
C  0.7335  -0.1940  -0.2764
N  -1.3974  -2.3027  -0.6269
O  -1.5536  -2.6562  0.5850
O  1.0620  1.0080  -1.1325
O  3.3479  -0.3862  -1.4880
O  -2.4444  -2.3902  -1.3951
O  3.0982  0.8775  0.7242
P  2.4522  0.2068  -0.4606
H  -1.5525  0.8371  -0.4669
H  -1.0691  2.2808  0.1507
H  -2.1171  1.1588  1.1197
H  -0.3231  -0.3209  1.6095
H  0.8403  1.1197  1.2541
H  0.1537  -0.9479  -0.9320

Properties
Energy relative to the best compared isomer or geometry (same formula, charge and spin) = 98.7 kcal/mol
E_HOMO = -0.83 eV
Energy = -890.18352 a.u.
E_LUMO = 0.24311 Eh
Multiplicity = 1
Kohn-Sham gap = 7.447 eV
Net charge = -2


(5)
The following is a quantum chemistry calculation of a single C22H28N2O3 molecule, from the Open Molecules 2025 dataset.

Geometry (Å):
C  -4.9608  -1.4519  -1.5013
H  -5.6178  -0.6318  -1.8082
O  -4.3930  -1.2144  -0.2367
C  -3.6028  -0.1178  -0.0714
C  -3.2897  0.7998  -1.0670
C  -2.4787  1.8846  -0.7758
C  -1.9571  2.0805  0.4944
C  -2.2843  1.1590  1.4858
C  -3.0900  0.0758  1.2122
H  -3.3458  -0.6360  1.9805
H  -1.9056  1.2966  2.4885
C  -1.0593  3.2602  0.7975
N  0.3714  3.0827  0.6256
C  1.0360  2.1952  1.5430
H  0.5826  2.3321  2.5270
C  1.0088  0.6940  1.1887
N  2.0476  0.3295  0.2431
C  1.9981  0.7566  -1.0358
O  2.8417  0.4586  -1.8711
C  0.8418  1.6548  -1.4228
H  -0.1059  1.1519  -1.2244
H  0.9308  1.8128  -2.4992
C  0.8781  3.0275  -0.7218
H  0.3056  3.7413  -1.3184
H  1.9185  3.3748  -0.6982
C  3.0224  -0.6820  0.6620
H  2.8828  -0.7966  1.7408
C  2.7293  -2.0339  -0.0179
C  1.2702  -2.3607  0.1070
C  0.3949  -2.0662  -0.9311
C  -0.9628  -2.2930  -0.7939
C  -1.4665  -2.8202  0.3823
C  -0.6012  -3.1224  1.4200
C  0.7562  -2.8925  1.2833
H  1.4275  -3.1322  2.0965
H  -0.9859  -3.5395  2.3395
H  -2.5264  -2.9936  0.4885
H  -1.6294  -2.0583  -1.6112
H  0.7834  -1.6584  -1.8535
H  3.0134  -1.9716  -1.0680
H  3.3467  -2.7947  0.4615
C  4.4923  -0.2411  0.4546
O  5.0449  -0.5736  -0.7774
H  4.4399  -0.2154  -1.4588
H  5.1096  -0.7450  1.2046
H  4.5485  0.8450  0.6376
H  1.1700  0.1213  2.1024
H  0.0244  0.4129  0.8026
H  2.0857  2.5077  1.6076
H  -1.2129  3.5610  1.8391
H  -1.3486  4.1016  0.1607
H  -2.2561  2.5947  -1.5599
H  -3.6742  0.6890  -2.0688
H  -5.5487  -2.3623  -1.3950
H  -4.1932  -1.6076  -2.2665

Properties
Energy relative to the best compared isomer or geometry (same formula, charge and spin) = 53.3 kcal/mol
E_HOMO = -8.27 eV
Energy = -1190.35969 a.u.
Structure (SMILES) = COc1ccc(CN2CCC(=O)N([C@H](CO)Cc3ccccc3)CC2)cc1
E_LUMO = 0.02416 Eh
Multiplicity = 1
Kohn-Sham gap = 8.931 eV


(6)
The following is a quantum chemistry calculation of C3H8INOP2 as an isolated structure at a distorted geometry, from the Open Molecules 2025 dataset.

Geometry (Å):
C  2.8613  -1.1849  -0.7496
C  -1.6972  0.7252  -0.6703
C  -0.4419  0.0774  -0.7516
N  0.6244  0.2731  -0.0851
O  2.6655  -1.4554  -1.8694
P  1.9575  -1.6791  0.7775
P  0.7164  1.7292  1.0294
I  4.5275  0.1871  -0.1138
H  -2.3731  0.4013  0.2821
H  -1.5081  1.8407  -0.4948
H  -2.3204  0.5962  -1.5775
H  -0.3032  -0.7460  -1.4544
H  1.1627  -2.3959  -0.2514
H  2.9753  -2.6315  0.8522
H  2.0451  2.1082  0.6025
H  1.4809  0.8998  2.0822

Properties
Energy relative to the best compared isomer or geometry (same formula, charge and spin) = 48.7 kcal/mol
E_HOMO = -8.91 eV
Energy = -1229.39973 a.u.
E_LUMO = 0.01280 Eh
Multiplicity = 1
Kohn-Sham gap = 9.254 eV


(7)
The following is a quantum chemistry calculation of a single C6H14N2O molecule at a distorted geometry, from the Open Molecules 2025 dataset.

Geometry (Å):
C  -1.0284  -1.0846  -2.1194
C  -0.9530  0.6079  -0.4056
O  -1.1461  -0.7491  -0.7448
N  -0.2400  1.3345  -1.3707
H  -0.4187  2.3277  -1.2569
H  -1.9209  1.0609  -0.1566
H  -1.6647  -0.4532  -2.7407
H  -1.3508  -2.1237  -2.1922
H  0.0004  -0.9997  -2.4724
C  2.1108  0.7913  0.1240
C  -0.9527  -0.1734  2.1293
C  1.1927  -0.0032  0.7739
N  1.3019  -1.3747  0.7754
C  -0.1282  0.5625  1.0881
H  2.1084  -1.7561  0.3056
H  0.4488  -1.8806  0.5938
H  -0.0238  1.6183  1.3458
H  2.1946  1.8285  0.4181
H  0.8980  1.1641  -1.1161
H  3.0693  0.3670  -0.1506
H  -1.8683  0.3794  2.3397
H  -0.3931  -0.2816  3.0591
H  -1.2361  -1.1622  1.7732

Properties
Energy relative to the best compared isomer or geometry (same formula, charge and spin) = 58.4 kcal/mol
E_HOMO = -8.22 eV
Energy = -421.70721 a.u.
Structure (SMILES) = C=C(N)[C@H](C)[C@@H](N)OC
E_LUMO = 0.03734 Eh
Multiplicity = 1
Kohn-Sham gap = 9.237 eV


(8)
The following is a quantum chemistry calculation of a 2-piece molecular cluster, C2H8O2 overall at a distorted geometry, from the Open Molecules 2025 dataset.

Geometry (Å):
C  10.3161  -7.3520  5.9691
O  9.5890  -8.3577  6.4658
H  9.6730  -6.4740  5.9083
H  11.3093  -7.1185  6.3527
H  10.5454  -7.6857  4.9571
H  9.4498  -8.4234  7.4134
C  12.8929  -6.3784  5.8678
O  12.1363  -6.2672  4.6572
H  12.6834  -7.4033  6.1742
H  13.9435  -6.1797  5.6562
H  12.4164  -5.7468  6.6176
H  12.4467  -5.4665  4.2282

Properties
Energy relative to the best compared isomer or geometry (same formula, charge and spin) = 46.9 kcal/mol
E_HOMO = -9.73 eV
Energy = -231.38756 a.u.
Structure (SMILES) = CO.CO
E_LUMO = 0.03051 Eh
Multiplicity = 1
Kohn-Sham gap = 10.558 eV


(9)
The following is a quantum chemistry calculation of a 2-piece molecular cluster, C4H11NO overall at a distorted geometry, from the Open Molecules 2025 dataset.

Geometry (Å):
C  1.1808  -1.4601  0.6330
O  0.4232  -0.7484  -0.2691
C  0.9328  -1.2166  2.1141
H  2.2368  -1.1684  0.4714
H  1.0917  -2.5256  0.3873
H  -0.0161  -1.6574  2.4322
H  0.9393  -0.1633  2.3968
H  1.7064  -1.7131  2.7014
C  -0.6015  1.6437  -2.1432
C  -1.0680  0.7225  0.0192
N  -1.5252  1.0552  -1.1428
H  -1.0956  2.5215  -2.5602
H  -0.4221  0.9554  -2.9662
H  0.3366  1.9303  -1.6819
H  -0.2964  1.3097  0.4942
H  -1.5210  -0.0294  0.6497
H  -2.3017  0.5440  -1.5357

Properties
Energy relative to the best compared isomer or geometry (same formula, charge and spin) = 49.4 kcal/mol
E_HOMO (spin up / spin down) = -15.34 / -14.85 eV
Energy = -288.63651 a.u.
E_LUMO (spin up / spin down) = -0.14701 / -0.23735 Eh
Multiplicity = 2
Kohn-Sham gap (spin up / spin down) = 11.344 / 8.388 eV
Net charge = +1


(10)
The following is a quantum chemistry calculation of C2H5NS as an isolated structure at a distorted geometry, from the Open Molecules 2025 dataset.

Geometry (Å):
C  -0.4763  1.3847  -1.3555
C  1.1357  -0.8460  -1.0778
N  -1.7120  2.8287  -0.8604
S  -0.0747  0.2770  -0.2083
H  -0.0972  1.6184  -2.2334
H  1.4720  -0.0234  -1.8519
H  0.5530  -1.7224  -1.5478
H  1.8713  -1.1711  -0.3394
H  -1.8499  3.3475  -1.7475

Properties
Energy relative to the best compared isomer or geometry (same formula, charge and spin) = 139.0 kcal/mol
E_HOMO (spin up / spin down) = -9.95 / -7.36 eV
Energy = -531.92108 a.u.
E_LUMO (spin up / spin down) = 0.01192 / -0.00298 Eh
Multiplicity = 1
Kohn-Sham gap (spin up / spin down) = 10.272 / 7.277 eV


(11)
The following is a quantum chemistry calculation of a 2-piece molecular cluster, C4H8N2O overall at a distorted geometry, from the Open Molecules 2025 dataset.

Geometry (Å):
C  1.7284  0.2846  0.3036
C  -0.7598  1.5300  -0.4982
C  0.5665  -0.5588  0.0463
C  -0.6881  0.0126  -0.5333
N  2.7453  0.7956  0.4386
N  0.8892  -1.8746  -0.2471
O  -1.8232  -0.5324  0.1274
H  0.1836  1.9808  -0.9847
H  -0.8889  1.8425  0.5130
H  -1.5511  2.0055  -1.0699
H  0.4496  -0.4669  2.1973
H  -0.9629  -0.2356  -1.5904
H  1.7492  -2.0896  0.3238
H  0.1304  -2.5364  -0.0620
H  -1.7682  -0.1574  1.0355

Properties
Energy relative to the best compared isomer or geometry (same formula, charge and spin) = 121.6 kcal/mol
E_HOMO (spin up / spin down) = -8.47 / -9.71 eV
Energy = -341.80993 a.u.
E_LUMO (spin up / spin down) = -0.02945 / -0.02701 Eh
Multiplicity = 1
Kohn-Sham gap (spin up / spin down) = 7.664 / 8.970 eV


(12)
The following is a quantum chemistry calculation of a 2-piece molecular cluster, C2H3Cl3FISi overall at a distorted geometry, from the Open Molecules 2025 dataset.

Geometry (Å):
C  -1.7745  0.2495  -0.3820
C  -1.1465  -0.7384  0.5256
F  -1.5047  1.5218  0.0602
Si  2.3032  0.4134  0.0177
Cl  2.9735  -0.1801  1.8247
Cl  3.1175  -0.6804  -1.4575
Cl  2.6130  2.3817  -0.2281
I  -1.0774  -2.7104  -0.1233
H  -2.8759  0.1701  -0.4190
H  -1.3874  0.1764  -1.4048
H  -1.2407  -0.6036  1.5865

Properties
Energy relative to the best compared isomer or geometry (same formula, charge and spin) = 59.7 kcal/mol
E_HOMO (spin up / spin down) = -8.26 / -8.62 eV
Energy = -2145.66785 a.u.
E_LUMO (spin up / spin down) = -0.02569 / -0.04810 Eh
Multiplicity = 1
Kohn-Sham gap (spin up / spin down) = 7.558 / 7.308 eV


Please write out number 2 again, unchanged.
The following is a quantum chemistry calculation of a 2-piece molecular cluster, C23H27N3O2 overall at a distorted geometry, from the Open Molecules 2025 dataset.

Geometry (Å):
C  0.7163  0.0057  4.2709
C  1.7520  -0.1999  3.1691
N  2.1891  0.9501  2.6091
C  3.1605  1.0290  1.6677
C  3.4622  2.4516  1.2094
O  3.7970  0.0987  1.1518
O  2.0714  -1.3659  2.8807
H  0.5000  1.0629  4.4428
H  -0.2167  -0.5056  3.9992
H  1.0775  -0.4402  5.2061
H  2.8635  3.1971  1.7372
H  4.5231  2.6818  1.3617
H  3.2617  2.5381  0.1349
C  1.5124  0.1755  -6.2267
N  2.0884  -0.5215  -5.1112
C  3.5257  -0.6868  -5.0198
C  3.7447  -1.2709  -3.6101
C  2.3859  -1.3053  -2.9972
C  1.4445  -0.8994  -3.9769
C  0.0656  -0.9154  -3.7168
C  -0.3651  -1.3244  -2.4692
C  0.5637  -1.5565  -1.3994
C  0.2119  -1.7684  -0.0497
C  -1.0568  -1.6776  0.5640
C  -1.2234  -2.3221  1.8364
C  -2.4543  -2.3469  2.4481
C  -3.5608  -1.7225  1.8208
N  -4.6614  -1.8318  2.6057
C  -5.9657  -1.3040  2.3223
C  -4.3846  -2.4845  3.8691
C  -2.8994  -2.8822  3.7666
C  -3.4309  -1.0507  0.5952
C  -2.1771  -0.9755  0.0151
C  1.9627  -1.5793  -1.7209
H  0.4311  0.2488  -6.0919
H  1.9396  1.1873  -6.3110
H  1.7344  -0.3576  -7.1603
H  3.8824  -1.3722  -5.8021
H  4.0358  0.2778  -5.1550
H  4.1776  -2.2729  -3.7098
H  4.4424  -0.6479  -3.0439
H  -0.6265  -0.6305  -4.5059
H  -1.4259  -1.4755  -2.3018
H  1.0320  -2.0608  0.6085
H  -0.3691  -2.8032  2.3134
H  -6.0336  -1.0484  1.2621
H  -6.7230  -2.0579  2.5735
H  -6.1750  -0.4057  2.9225
H  -4.5593  -1.7867  4.7025
H  -5.0415  -3.3545  4.0121
H  -2.8094  -3.9715  3.8285
H  -2.3437  -2.4446  4.6037
H  -4.3075  -0.6030  0.1389
H  -2.0352  -0.3469  -0.8568
H  2.6925  -1.7781  -0.9344

Properties
Energy relative to the best compared isomer or geometry (same formula, charge and spin) = 95.8 kcal/mol
E_HOMO = -6.67 eV
Energy = -1207.31793 a.u.
E_LUMO = -0.06191 Eh
Multiplicity = 1
Kohn-Sham gap = 4.983 eV